{"formula": "C5H8N2", "method": "ωB97M-V/def2-TZVPD", "species": ["C", "C", "C", "C", "C", "N", "N", "H", "H", "H", "H", "H", "H", "H", "H"], "xyz": [[1.10623, 2.00928, -1.28537], [1.21009, 0.10372, -0.34813], [-0.04215, -0.28089, 0.16011], [-1.27354, 0.76374, 0.13685], [-0.43382, -1.68904, 0.21147], [1.28312, 2.97741, -1.85491], [1.00613, 0.07807, 1.07959], [2.02573, -0.27589, -0.86592], [-1.63442, 1.09940, -0.88362], [-0.84136, 1.66549, 0.56576], [-2.14532, 0.50271, 0.69766], [-0.80605, -2.17953, -0.66246], [-1.31960, -1.65901, 0.92090], [0.35945, -2.45955, 0.64523], [1.50551, -0.65591, 1.48285]], "forces_ev_per_a": [[0.388, -4.832, 2.700], [-0.102, 4.610, 0.430], [-3.463, 0.515, -0.229], [1.824, 0.457, -1.451], [-0.671, -2.910, 2.340], [0.114, 1.796, -1.045], [0.132, 2.770, -2.011], [0.955, -0.862, -0.887], [0.725, -0.885, 0.879], [-0.098, 0.099, 0.137], [-0.255, -0.707, 0.544], [-0.194, 0.188, -0.938], [1.061, -0.650, -0.558], [-1.371, 1.895, -0.750], [0.954, -1.485, 0.839]], "mulliken_charge": [0.04, -0.42, 1.45, -1.46, -1.27, -0.40, -0.62, 0.44, 0.30, 0.42, 0.38, 0.29, 0.32, 0.27, 0.27], "multiplicity": 1, "homo_lumo_gap_ev": 10.58, "e_homo_ev": -10.5, "molar_mass_g_mol": 96.13, "relative_energy_kcal_mol": 105.9, "total_charge": 0}